A structure of composition C38H29ClFeIN8O4S. Source: the Open Molecules 2025 dataset; level of theory: the ωB97M-V functional and the def2-TZVPD basis.

Geometry as XYZ:
```
83
Properties=species:S:1:pos:R:3:mulliken_charge:R:1
Fe -0.43616 -0.25094 -0.16130 1.255
Cl 4.23800 0.72199 5.38798 -0.324
C 2.86033 0.58934 4.30120 0.509
C 1.66838 0.15240 4.80950 -0.280
C 0.58255 -0.04183 3.96090 -0.040
I -1.13382 -0.95917 4.70302 -0.078
C 0.63218 0.23781 2.58232 -0.125
O -0.33465 -0.08223 1.80580 0.156
C 1.86525 0.80608 2.11511 -0.196
N 1.99086 1.16892 0.74856 1.419
C 3.23483 1.09976 0.16699 -0.422
C 4.36701 1.06934 0.94843 -0.929
C 4.29175 1.07245 2.32417 -1.200
C 3.01788 0.86529 2.92860 -0.127
H 1.59136 -0.08977 5.86070 0.449
H 3.27049 1.13877 -0.90481 0.398
H 5.32659 1.07616 0.44766 0.389
H 5.17966 1.09681 2.93617 0.357
N -4.04437 4.11511 5.45861 -0.630
C -3.93296 3.58163 4.15676 1.079
C -4.95115 3.76535 3.22596 -0.780
C -4.82197 3.26193 1.94034 -0.730
C -3.67361 2.57101 1.57526 -0.645
C -2.66122 2.36720 2.50411 -0.088
C -2.78897 2.88508 3.78325 -0.979
S -3.48948 2.04151 -0.10558 1.587
O -2.65177 3.02657 -0.75319 -0.741
O -4.82707 1.88669 -0.62187 -0.833
N -2.65197 0.68849 -0.07567 -0.094
C -3.14303 -0.47784 0.40681 0.305
N -2.25209 -1.49097 0.23985 -0.139
C -2.58299 -2.69557 0.65674 -0.159
C -3.80547 -2.95116 1.25730 -0.862
C -4.62841 -1.84815 1.42775 -0.321
N -4.32917 -0.62226 1.02585 -0.593
H -4.99853 4.19022 5.77665 0.216
H -3.48450 3.61884 6.13568 0.248
H -5.85011 4.30258 3.51350 0.273
H -5.61696 3.38512 1.21517 0.490
H -1.77982 1.80561 2.22731 0.618
H -1.99731 2.72058 4.50710 0.346
H -1.83393 -3.46997 0.52035 0.474
H -4.08024 -3.93701 1.60178 0.364
H -5.58728 -1.95598 1.93066 0.384
N 4.43076 -5.38417 -7.84382 -0.662
C 3.90700 -4.80892 -6.99274 0.103
C 3.24970 -4.09390 -5.92802 0.471
C 1.87155 -3.85890 -5.96930 -0.879
C 1.24448 -3.17323 -4.95324 -0.473
C 1.95057 -2.68880 -3.82470 1.016
C 3.34357 -2.94525 -3.80809 -0.652
C 3.97526 -3.62153 -4.82859 -0.832
C 1.28879 -1.97638 -2.74638 0.741
C 0.30874 -0.97621 -3.10737 -0.415
C 0.04448 -0.48335 -4.39999 -0.478
C -0.94770 0.50165 -4.27687 -1.603
C -1.23566 0.58710 -2.92438 -0.386
N -0.47276 -0.27739 -2.20337 0.765
C 1.64078 -2.33355 -1.39273 -0.996
C 2.44304 -3.42277 -0.97601 -0.462
C 2.45521 -3.40851 0.42295 -1.665
C 1.65516 -2.32955 0.79969 -0.776
N 1.15965 -1.68213 -0.27735 0.837
H 1.29450 -4.23746 -6.80470 0.399
H 0.17492 -3.02128 -4.99318 0.600
H 3.92220 -2.57337 -2.97432 0.544
H 5.04633 -3.78121 -4.79237 0.406
H 0.53616 -0.78617 -5.31071 0.620
H -1.39684 1.08625 -5.06621 0.411
H -1.92352 1.25133 -2.42512 0.159
H 2.92019 -4.14937 -1.61400 0.629
H 2.96136 -4.09670 1.08428 0.408
H 1.39085 -2.02347 1.80153 0.511
C 0.31996 3.67898 0.86246 -1.128
O -0.01385 2.30239 0.77101 0.771
C 0.86703 1.53732 0.01243 0.413
C 1.13021 2.05776 -1.36698 -2.840
H 1.37471 3.81369 1.12818 0.333
H -0.30615 4.09602 1.64962 0.186
H 0.09772 4.19946 -0.07210 0.212
H 1.85485 2.88505 -1.33199 0.654
H 0.19173 2.41824 -1.77996 0.536
H 1.49694 1.28251 -2.03904 0.521
```

Properties
* HOMO (alpha / beta): -0.0135 / -0.0754 hartree
* 2S+1: 6
* LUMO energy (alpha / beta): 3.6006 / 3.5992 eV
* ΔE to the lowest compared entry with this formula, charge and spin: 38.8 kJ/mol
* net charge: -2

---

A cluster of 9 separate species, C49H121N7O17 in total. Source: the Open Molecules 2025 dataset; level of theory: the ωB97M-V functional and the def2-TZVPD basis.

Geometry as XYZ:
```
194
Properties=species:S:1:pos:R:3:mulliken_charge:R:1
C 21.22754 -2.63918 -27.25879 -0.824
O 21.72678 -3.23719 -26.06852 -0.180
C 21.96512 -2.28515 -25.06188 -1.387
C 20.78188 -1.72256 -24.27199 -0.549
N 20.08657 -2.74178 -23.48563 1.376
C 19.13001 -2.21628 -22.49678 1.670
C 18.44568 -0.89710 -22.81151 -1.584
O 19.37049 0.17251 -22.52746 -0.264
C 18.80275 1.45263 -22.70503 -0.925
H 21.91455 -1.86038 -27.60527 0.346
H 20.27711 -2.12189 -27.10317 0.224
H 21.13734 -3.43614 -27.98955 0.286
H 22.61514 -1.45276 -25.35060 0.669
H 22.59118 -2.79887 -24.32396 0.220
H 20.06734 -1.32401 -25.00311 0.509
H 21.10606 -0.84348 -23.70942 0.422
H 20.82842 -3.21855 -22.98025 -1.094
H 19.62931 -2.03318 -21.53991 -0.158
H 18.34849 -2.95332 -22.30390 -0.947
H 17.62840 -0.71255 -22.11068 0.607
H 18.06310 -0.79611 -23.82961 0.815
H 18.65206 1.60194 -23.77706 0.293
H 19.49782 2.14522 -22.22762 0.283
H 17.88304 1.62673 -22.13007 0.282
C 10.02886 -8.27345 -30.02975 -0.717
O 10.51887 -6.95669 -29.88472 -0.409
C 11.56916 -6.92599 -28.93892 -0.091
C 12.22817 -5.56577 -28.93142 -0.791
N 13.12632 -5.35329 -27.81464 0.070
C 14.32094 -6.18912 -27.87398 -1.017
C 15.54386 -5.36809 -27.44121 0.254
O 15.51818 -4.11825 -28.08622 -0.407
C 16.43222 -3.12014 -27.72866 -0.673
H 9.20562 -8.29560 -30.73770 0.286
H 9.76766 -8.69455 -29.05509 0.275
H 10.80672 -8.92036 -30.45420 0.294
H 12.36046 -7.65320 -29.15159 0.375
H 11.08432 -7.03061 -27.96382 -0.048
H 11.43510 -4.81415 -28.82938 0.395
H 12.69101 -5.29174 -29.89249 0.358
H 13.45177 -4.40024 -27.75340 0.181
H 14.56036 -6.39166 -28.93049 0.567
H 14.29900 -7.11334 -27.29461 0.270
H 16.44665 -5.91316 -27.75047 0.570
H 15.63852 -5.23474 -26.35568 -0.566
H 17.28225 -3.17255 -28.42619 0.299
H 16.84219 -3.14590 -26.71593 0.135
H 15.97585 -2.15832 -27.96962 0.315
C 22.84636 -0.67872 -18.11098 -0.547
O 21.46117 -0.56238 -17.91040 -0.391
C 20.66304 -0.34585 -19.05763 -0.536
C 19.29073 -0.90842 -18.86528 0.332
N 18.47101 -0.16099 -17.90932 -0.439
C 17.29976 -0.93690 -17.48029 -0.779
C 16.33499 -1.31313 -18.59115 -0.644
O 16.81813 -2.47057 -19.27874 -0.124
C 16.00350 -2.89588 -20.34219 -0.570
H 23.42079 0.25051 -18.15413 0.327
H 23.11787 -1.23551 -19.01629 0.071
H 23.18768 -1.28910 -17.27494 0.288
H 21.12174 -0.69547 -19.99256 0.177
H 20.68564 0.73800 -19.24531 0.683
H 19.30217 -1.97198 -18.57941 0.168
H 18.66137 -0.89447 -19.76014 -0.448
H 19.05348 -0.07918 -17.07644 0.332
H 16.77717 -0.32655 -16.74345 0.504
H 17.66173 -1.86198 -17.00706 0.284
H 16.29248 -0.54094 -19.36860 0.324
H 15.35733 -1.42459 -18.11459 0.499
H 14.98354 -3.22034 -20.11569 0.547
H 16.51666 -3.72358 -20.83461 -0.160
H 15.93512 -2.09468 -21.09277 0.227
C 11.91322 -7.77475 -24.99151 0.006
O 12.22599 -6.54381 -24.39962 -0.386
C 12.94220 -6.74480 -23.19102 0.813
C 13.09072 -5.44332 -22.40250 -1.406
N 14.02017 -4.50293 -23.00196 0.009
C 13.55387 -3.93761 -24.27824 -0.533
C 14.43153 -2.72754 -24.56081 -0.204
O 14.03164 -1.69099 -23.66206 -0.475
C 14.74134 -0.49135 -23.87006 -0.301
H 11.20686 -8.38209 -24.41840 0.362
H 12.83653 -8.33333 -25.20443 0.153
H 11.48325 -7.58540 -25.97513 -0.357
H 13.92407 -7.11813 -23.50412 -1.046
H 12.50473 -7.47724 -22.50567 0.693
H 13.44403 -5.69586 -21.40029 0.571
H 12.06227 -5.07802 -22.26743 0.516
H 13.99162 -3.65645 -22.42862 0.039
H 12.50239 -3.64817 -24.36283 0.292
H 13.75880 -4.68783 -25.04499 0.015
H 14.25018 -2.28753 -25.55156 0.731
H 15.50173 -2.94966 -24.46601 -0.158
H 14.36044 0.20824 -23.12042 0.278
H 14.50490 -0.06075 -24.84661 0.364
H 15.79698 -0.62572 -23.62548 -0.124
C 25.33828 -10.20687 -23.77391 -0.793
O 24.54847 -9.22665 -24.39075 -0.323
C 25.07777 -7.93534 -24.38442 -0.803
C 24.03245 -6.93224 -24.77151 -0.832
N 22.86659 -6.87663 -23.87144 0.582
C 21.76364 -6.05442 -24.35165 0.733
C 20.91725 -6.74995 -25.40410 -1.195
O 20.27453 -7.84103 -24.76444 -0.228
C 19.20963 -8.34842 -25.50832 -0.415
H 24.89916 -11.19706 -23.88199 0.256
H 25.31704 -9.98321 -22.69724 0.307
H 26.38698 -10.29615 -24.07395 0.305
H 25.88889 -7.76824 -25.11051 0.462
H 25.59098 -7.71194 -23.43869 0.357
H 23.67360 -7.11834 -25.79168 0.464
H 24.41889 -5.90908 -24.75176 0.332
H 22.53200 -7.82742 -23.73019 0.431
H 22.09500 -5.07449 -24.69364 -0.086
H 21.11409 -5.85532 -23.49095 -0.678
H 21.53128 -7.03077 -26.26244 0.727
H 20.15925 -6.02141 -25.71325 0.465
H 18.70009 -9.19282 -25.03670 0.015
H 19.40753 -8.70442 -26.52325 0.394
H 18.33559 -7.68680 -25.58535 0.148
C 16.69632 -17.73878 -22.55770 -0.778
O 17.07921 -16.67727 -23.38086 -0.307
C 16.79029 -15.40506 -22.84228 -0.448
C 16.91230 -14.35444 -23.93354 -0.583
N 16.44276 -13.06998 -23.45540 -0.114
C 16.74078 -11.93606 -24.30163 -1.811
C 16.25914 -10.65160 -23.64732 -0.789
O 16.30808 -9.62602 -24.60804 -0.373
C 15.93413 -8.35708 -24.13766 1.370
H 17.17411 -18.64773 -22.91525 0.276
H 15.62224 -17.85808 -22.38822 0.307
H 17.09316 -17.64207 -21.53421 0.310
H 17.48215 -15.16523 -22.02858 0.331
H 15.74564 -15.40271 -22.51506 0.356
H 16.29212 -14.62199 -24.79271 0.296
H 17.94693 -14.28481 -24.30182 0.276
H 16.79132 -12.86972 -22.52379 0.270
H 16.39598 -12.01209 -25.33492 0.545
H 17.83467 -11.84902 -24.43175 0.415
H 16.92118 -10.42655 -22.80327 0.413
H 15.24078 -10.84448 -23.29005 1.077
H 15.96913 -7.58231 -24.90662 -0.072
H 16.68039 -7.98866 -23.42331 -1.122
H 14.92270 -8.34798 -23.72180 0.148
C 21.95728 -7.41485 -18.70104 -2.014
C 21.41477 -6.90933 -20.04169 1.344
C 20.15312 -6.05625 -19.84690 -0.713
C 20.42071 -4.69846 -19.22225 -1.141
C 21.41902 -3.95214 -20.08181 0.515
C 22.72613 -4.67529 -20.45808 2.282
N 22.37459 -6.06521 -20.76421 1.470
O 23.50653 -6.85720 -21.06820 -0.818
C 23.37991 -3.93003 -21.60338 -1.688
C 23.67687 -4.64389 -19.23353 -1.974
C 20.92913 -8.10205 -20.87070 -1.801
H 22.33875 -6.64030 -18.04028 0.297
H 22.76803 -8.09772 -18.96187 0.427
H 21.18680 -7.97468 -18.16745 0.427
H 19.72314 -5.79467 -20.81693 -0.889
H 19.45199 -6.60050 -19.21147 1.192
H 20.85362 -4.83039 -18.22089 0.490
H 19.50851 -4.13666 -19.01338 0.116
H 21.65681 -2.99450 -19.60823 -0.083
H 20.94715 -3.68125 -21.03170 -1.214
H 24.42230 -4.24900 -21.69738 0.653
H 22.87303 -4.08305 -22.55416 -0.232
H 23.48009 -2.89897 -21.25707 0.364
H 24.37187 -5.47784 -19.15467 0.189
H 24.34027 -3.77106 -19.26482 0.509
H 23.07288 -4.53364 -18.33206 0.371
H 20.09205 -8.60652 -20.39059 0.520
H 21.73516 -8.83657 -20.96693 0.469
H 20.68197 -7.83432 -21.90039 -0.047
H 23.49648 -6.81858 -22.05048 0.349
C 16.32954 -9.68088 -21.24448 -0.489
C 14.94845 -9.13239 -21.56471 0.836
O 14.05544 -9.18237 -20.46384 -0.596
O 16.38422 -11.11006 -21.18352 -0.700
H 16.62443 -9.27708 -20.27406 0.458
H 17.06015 -9.32449 -21.97532 0.105
H 14.54030 -9.69056 -22.41842 0.617
H 15.04398 -8.10983 -21.92506 -0.966
H 13.63028 -10.04074 -20.40538 0.387
H 15.56257 -11.43461 -21.56537 0.482
C 18.08010 -5.73816 -24.32195 1.935
C 17.69405 -6.16580 -22.89863 0.710
O 16.28812 -6.26012 -22.69184 -0.076
O 17.99927 -4.33606 -24.52674 -0.003
H 17.52365 -6.26513 -25.09345 -0.493
H 19.14738 -5.98512 -24.36744 -1.384
H 18.18360 -5.52719 -22.15742 -0.196
H 18.09083 -7.17036 -22.71941 0.159
H 15.98674 -5.33493 -22.75632 -0.378
H 18.84869 -3.92659 -24.25428 -0.387
```

Properties
* SMILES: CC1(C)CCCC(C)(C)N1O.COCCNCCOC.COCCNCCOC.COCCNCCOC.COCCNCCOC.COCCNCCOC.COCCNCCOC.OCCO.OCCO
* HOMO: -0.2874 hartree
* LUMO energy: 0.4680 eV

---

An isolated molecule of C7H11N. Source: the Open Molecules 2025 dataset; level of theory: the ωB97M-V functional and the def2-TZVPD basis.

Geometry as XYZ:
```
19
Properties=species:S:1:pos:R:3:nbo_charge:R:1
C -2.08200 -0.41218 -0.07666 -0.075
C -0.90501 -0.23104 -0.21509 -0.044
C 1.39919 -0.90279 1.00893 0.151
C -3.48334 -0.47935 -0.09524 -0.690
C 1.10021 1.68728 0.14969 -0.634
C 1.37797 -0.40196 -1.40634 -0.639
C 0.88605 0.12812 -0.08118 -0.011
N 2.16876 -1.84216 0.72332 -0.638
H 1.05290 -0.61400 2.06691 0.153
H -3.81185 -1.53904 0.09120 0.235
H -3.85210 0.19085 0.69516 0.235
H -3.96351 -0.08385 -1.06789 0.236
H 0.46078 2.19692 -0.63107 0.233
H 2.18160 1.96883 -0.03224 0.217
H 0.94747 2.22131 1.08133 0.229
H 0.66168 -1.08954 -1.90841 0.245
H 2.33869 -0.69322 -1.14734 0.234
H 1.46781 0.46811 -2.17747 0.200
H 2.57680 -2.40258 1.45207 0.362
```

Properties
* SMILES: [H]/N=C/C(C)(C)C#CC
* HOMO: -0.3442 hartree
* LUMO energy: 0.8720 eV
* ΔE to the lowest compared entry with this formula, charge and spin: 442.9 kJ/mol

---

Number 1: calculated total energy -4624.35424 hartree. Number 2: calculated total energy -3601.45374 hartree. Number 3: calculated total energy -327.91929 hartree.